The following is a quantum chemistry calculation of a molecular structure, C22H26BrIrN4O4S2 at a distorted geometry, from OMol25.

XYZ file:
```
60
Properties=species:S:1:pos:R:3:forces:R:3
Ir 2.140 1.470 1.099 1.72 -0.14 -0.23
N 3.562 -0.022 1.167 0.05 -0.77 0.24
C 4.028 -0.297 2.535 -0.23 0.10 0.09
C 2.806 -0.224 3.457 -0.10 0.35 -0.17
O 2.728 -0.931 4.454 0.18 0.01 0.03
N 1.928 0.723 3.051 -0.88 -0.24 0.38
C 0.717 0.832 3.867 0.14 -0.35 0.03
C -0.375 0.092 3.123 0.12 0.17 0.00
O -0.775 -1.014 3.347 0.00 -0.01 -0.03
O -0.778 0.860 2.080 -0.02 0.03 -0.16
H 3.011 -0.804 0.802 0.14 -0.03 -0.01
H 4.316 0.181 0.519 0.04 -0.07 0.02
H 4.714 0.504 2.814 0.04 -0.05 0.04
H 4.530 -1.257 2.632 -0.07 -0.06 -0.01
H 0.457 1.880 4.016 -0.06 0.02 -0.10
H 0.886 0.328 4.816 -0.04 0.08 0.07
S 3.349 2.995 2.104 0.78 0.64 -0.32
C 4.232 3.754 0.833 -0.10 0.24 0.79
C 5.112 4.823 1.212 -0.05 -0.06 -0.10
N 5.829 5.660 1.539 -0.02 0.00 0.01
C 4.110 3.353 -0.471 -0.48 -0.78 -0.51
S 3.117 2.018 -0.932 0.12 0.78 -0.33
C 4.805 4.016 -1.535 0.06 0.04 0.12
N 5.348 4.541 -2.402 0.02 -0.03 0.00
C -4.821 0.910 -1.421 -0.01 0.00 -0.01
C -4.475 -0.480 -0.865 0.02 -0.02 0.01
C -5.343 -0.748 0.372 -0.02 -0.05 0.00
C -4.818 -1.526 -1.928 -0.03 -0.03 0.00
C -2.992 -0.503 -0.497 -0.03 0.12 0.05
C -2.551 0.136 0.659 -0.02 -0.10 -0.12
C -1.206 0.215 0.923 0.07 0.04 0.21
Br 0.547 3.179 0.414 -1.14 0.65 0.20
C -0.217 -0.277 0.061 0.46 0.03 -0.11
O 1.090 -0.095 0.284 -0.48 -0.55 -0.01
C -0.652 -1.029 -1.047 -0.26 -0.02 -0.12
C -2.025 -1.092 -1.301 0.07 -0.07 0.02
C 0.342 -1.781 -1.944 -0.01 0.16 0.10
C 1.248 -0.786 -2.682 0.01 -0.03 -0.01
C -0.368 -2.638 -2.994 0.01 -0.02 -0.06
C 1.190 -2.735 -1.087 -0.01 -0.04 -0.02
H -5.888 0.981 -1.658 0.02 -0.01 0.00
H -4.251 1.112 -2.330 0.00 0.00 0.01
H -4.576 1.687 -0.695 -0.01 -0.01 -0.01
H -6.388 -0.881 0.078 0.00 0.03 0.00
H -5.307 0.082 1.079 0.03 -0.02 0.00
H -5.015 -1.649 0.893 -0.01 0.00 -0.02
H -5.895 -1.521 -2.112 0.01 0.01 -0.01
H -4.532 -2.530 -1.607 0.00 0.01 0.01
H -4.323 -1.315 -2.878 0.00 0.00 0.01
H -3.234 0.575 1.374 0.02 0.03 -0.01
H -2.349 -1.634 -2.176 -0.02 0.01 0.02
H 0.665 -0.183 -3.382 0.00 0.00 0.02
H 2.016 -1.322 -3.250 -0.01 0.01 0.00
H 1.738 -0.111 -1.984 -0.01 -0.05 -0.01
H -0.932 -2.030 -3.705 0.00 0.00 0.02
H -1.052 -3.357 -2.536 0.02 -0.01 0.00
H 0.380 -3.199 -3.559 0.00 0.02 0.00
H 1.830 -2.189 -0.401 -0.02 0.02 0.01
H 1.815 -3.360 -1.732 0.01 0.02 0.01
H 0.549 -3.388 -0.490 -0.01 -0.02 -0.04
```
Forces are in eV/Å.

As for the total charge: -1. The spin multiplicity is 2. Its energy above the lowest of the compared OMol25 structures with the same formula, charge and spin is 0.0 kcal/mol. As for the LUMO energy (spin up / spin down): 1.97 / -0.05 eV. As for the calculated total energy: -131943.3627 eV. For the HOMO-LUMO gap (spin up / spin down), the calculation gives 0.2632 / 0.1883 Ha.

The following is a quantum chemistry calculation of a single C22H26BrN5O4 molecule at a distorted geometry, from OMol25.

XYZ file:
```
58
Properties=species:S:1:pos:R:3:forces:R:3
C 7.576 1.983 2.805 -0.03 -0.01 -0.04
N 7.110 1.131 1.734 -0.04 -0.01 -0.03
C 6.635 1.888 0.593 0.10 -0.15 -0.24
C 6.308 0.904 -0.530 0.08 0.40 0.01
N 5.308 -0.050 -0.116 0.21 0.10 0.02
C 4.043 -0.063 -0.605 -0.39 -0.44 -0.08
C 3.428 1.111 -1.091 0.02 0.00 -0.02
C 2.109 1.139 -1.461 0.02 -0.23 0.02
C 1.299 -0.003 -1.377 0.16 -0.07 -0.07
C -0.163 0.136 -1.737 -0.04 -0.03 -0.12
C -0.948 -1.187 -1.727 0.11 0.35 0.07
C -1.046 -1.804 -0.339 -0.07 -0.16 -0.47
N -0.936 -3.145 -0.301 0.00 -0.50 0.12
O -1.250 -1.151 0.668 0.02 0.18 0.36
N -0.796 1.072 -0.829 0.05 -0.30 0.14
C -1.239 2.283 -1.205 -0.06 0.19 0.53
O -1.019 2.777 -2.291 0.05 0.28 -0.51
C -2.067 2.972 -0.116 0.07 0.02 -0.32
C -3.262 2.113 0.173 -0.17 0.00 0.25
C -4.322 2.079 -0.727 0.07 -0.01 0.09
C -5.398 1.235 -0.526 -0.08 -0.09 0.01
C -5.407 0.413 0.588 -0.16 -0.16 0.08
Br -6.878 -0.770 0.865 0.17 0.15 -0.03
C -4.369 0.432 1.502 -0.16 -0.11 -0.02
C -3.300 1.283 1.288 -0.09 0.17 -0.13
C 1.891 -1.175 -0.975 0.00 0.09 -0.07
C 3.247 -1.233 -0.635 -0.44 1.30 -0.18
N 3.786 -2.542 -0.491 0.44 -0.86 -0.01
O 3.007 -3.461 -0.285 0.02 -0.15 0.11
O 4.986 -2.704 -0.646 -0.07 -0.12 -0.03
C 5.714 -0.779 1.061 0.05 0.03 0.47
C 6.082 0.211 2.174 -0.02 -0.25 -0.11
H 8.376 2.619 2.430 0.04 0.06 0.05
H 6.781 2.624 3.217 -0.02 0.02 0.02
H 7.972 1.362 3.607 0.03 0.03 0.08
H 7.424 2.568 0.268 -0.03 0.03 -0.01
H 5.737 2.486 0.842 0.04 -0.01 -0.01
H 5.990 1.422 -1.433 0.02 -0.05 0.02
H 7.219 0.337 -0.757 0.00 0.11 -0.07
H 3.998 2.026 -1.130 0.07 0.08 0.05
H 1.668 2.062 -1.807 -0.05 0.16 -0.03
H -0.230 0.587 -2.737 -0.04 -0.15 0.23
H -1.970 -0.971 -2.051 0.04 -0.05 -0.01
H -0.504 -1.885 -2.436 -0.03 -0.05 -0.02
H -0.726 -3.701 -1.111 0.00 0.11 -0.01
H -0.984 -3.607 0.593 -0.01 0.06 -0.02
H -1.058 0.669 0.065 -0.05 0.11 -0.11
H -1.451 3.097 0.775 -0.01 0.04 0.02
H -2.366 3.951 -0.491 0.10 -0.05 0.02
H -4.299 2.716 -1.599 0.00 0.09 -0.11
H -6.217 1.210 -1.228 -0.06 -0.01 -0.03
H -4.388 -0.215 2.365 -0.02 -0.06 0.06
H -2.488 1.291 2.000 0.13 0.01 0.07
H 1.351 -2.106 -0.942 -0.02 -0.03 -0.01
H 4.901 -1.404 1.427 0.07 0.01 -0.07
H 6.570 -1.417 0.823 -0.07 -0.02 0.08
H 6.458 -0.349 3.032 -0.04 0.00 0.02
H 5.166 0.751 2.486 0.05 -0.03 0.02
```
Forces are in eV/Å.

As for the total charge: 0. Its energy above the lowest of the compared OMol25 structures with the same formula, charge and spin is 0.0 kcal/mol. As for the LUMO energy: -0.32 eV. As for the calculated total energy: -108917.6267 eV. For the HOMO-LUMO gap, the calculation gives 0.2844 Ha.

The following is a quantum chemistry calculation of a molecular structure, C22H26BrN5PRhS at a distorted geometry, from OMol25.

XYZ file:
```
57
Properties=species:S:1:pos:R:3:forces:R:3
Rh 0.509 -0.187 0.314 -2.51 -0.58 0.37
C -3.946 -0.365 0.780 0.03 -0.02 0.03
C -2.535 -0.193 0.330 -0.25 -0.13 0.23
N -1.522 -0.553 1.042 1.92 0.28 -0.65
N -1.731 -1.150 2.227 -0.79 -0.56 0.11
C -0.679 -1.379 2.946 0.36 0.29 -0.42
N -0.772 -2.059 4.086 -0.02 -0.03 0.14
S 0.907 -0.781 2.515 1.17 0.01 -0.32
C -2.227 0.387 -0.976 -0.15 0.00 0.04
C -3.186 0.705 -1.924 -0.13 0.05 0.02
C -2.779 1.213 -3.149 0.02 0.00 -0.04
C -1.426 1.390 -3.393 -0.02 0.03 0.09
C -0.531 1.063 -2.388 -0.24 0.25 -0.05
N -0.932 0.582 -1.208 1.83 -0.31 -1.05
H -3.975 -0.716 1.805 -0.03 0.01 0.00
H -4.461 -1.090 0.146 0.01 0.01 -0.02
H -4.481 0.583 0.706 0.00 0.00 -0.02
H -1.665 -2.385 4.418 -0.04 0.10 -0.02
H 0.038 -2.205 4.664 0.00 0.01 -0.02
H -4.235 0.557 -1.709 0.01 0.00 0.01
H -3.511 1.466 -3.904 -0.01 -0.02 0.01
H -1.069 1.777 -4.337 0.01 0.00 0.01
H 0.534 1.201 -2.526 0.01 -0.04 0.04
C 0.241 5.726 0.368 -0.01 -0.07 -0.01
C 1.069 4.476 0.292 -0.04 -0.01 -0.06
C 2.459 4.505 0.205 -0.04 -0.05 0.02
C 3.188 3.325 0.147 0.18 0.02 -0.03
C 2.470 2.154 0.176 0.03 0.19 0.04
Br 3.288 0.437 0.136 -0.50 -0.20 -0.18
N 1.158 2.083 0.241 -0.42 0.01 0.64
C 0.465 3.224 0.301 0.07 0.11 0.00
H 0.871 6.612 0.392 -0.02 0.01 0.00
H -0.383 5.723 1.262 0.02 0.02 0.02
H -0.424 5.799 -0.494 0.02 0.03 -0.01
H 2.977 5.455 0.184 0.01 -0.01 0.01
H 4.267 3.322 0.083 0.00 0.02 0.01
H -0.613 3.129 0.359 0.00 -0.02 0.02
C 1.667 -3.407 0.322 -0.01 0.06 -0.01
P 0.799 -2.235 -0.743 -0.32 -0.02 0.95
C -0.703 -3.114 -1.227 -0.12 0.30 0.06
C 1.794 -2.046 -2.221 -0.01 0.44 0.09
C 1.204 -1.578 -3.398 0.01 -0.10 0.02
C 1.972 -1.412 -4.538 -0.02 0.04 -0.03
C 3.335 -1.681 -4.503 -0.01 0.01 0.04
C 3.931 -2.120 -3.329 0.01 0.01 0.01
C 3.167 -2.298 -2.186 -0.02 -0.05 -0.03
H 2.570 -2.965 0.739 -0.01 -0.02 0.04
H 1.920 -4.300 -0.252 0.01 0.01 -0.02
H 1.009 -3.680 1.146 0.01 0.04 0.02
H -0.421 -4.031 -1.746 0.01 0.00 0.00
H -1.322 -2.504 -1.884 -0.01 -0.03 -0.02
H -1.274 -3.358 -0.330 -0.01 0.00 0.00
H 0.143 -1.361 -3.429 0.00 -0.06 -0.05
H 1.510 -1.076 -5.457 0.00 0.00 0.00
H 3.934 -1.546 -5.394 0.00 -0.01 0.00
H 4.993 -2.325 -3.300 -0.01 -0.02 -0.02
H 3.642 -2.654 -1.281 0.01 0.00 -0.01
```
Forces are in eV/Å.

As for the total charge: +2. Its energy above the lowest of the compared OMol25 structures with the same formula, charge and spin is 29.1 kcal/mol. As for the LUMO energy (spin up / spin down): -7.30 / -7.30 eV. As for the calculated total energy: -123848.8348 eV. For the HOMO-LUMO gap (spin up / spin down), the calculation gives 0.2473 / 0.2473 Ha.

The following is a quantum chemistry calculation of a molecular structure, C22H26Cl2EuN5O5S2 at a distorted geometry, from OMol25.

XYZ file:
```
63
Properties=species:S:1:pos:R:3:forces:R:3
Eu 0.233 0.443 -0.958 0.79 -0.67 -1.45
C -0.422 -4.244 -1.716 -0.28 0.58 0.40
C -0.102 -2.808 -1.296 0.49 0.01 -1.01
N -0.611 -1.721 -1.759 -0.30 -0.62 0.07
C -1.667 -1.622 -2.782 0.17 -1.23 -0.38
C -2.494 -0.334 -2.725 -1.72 0.23 0.25
N -1.761 0.900 -2.538 1.00 0.51 1.42
C -2.419 2.035 -1.825 1.45 -0.76 1.02
C -1.347 3.148 -1.522 -0.49 -0.31 -0.62
N -0.370 2.757 -0.507 0.47 0.34 0.26
C 0.914 3.530 -0.501 0.08 -1.40 -0.43
C 2.054 2.808 0.324 -0.22 -0.92 -0.22
N 2.009 1.322 0.284 -1.42 1.71 -1.27
C 2.785 0.464 0.876 -0.48 -2.61 0.34
C 3.898 0.848 1.785 0.82 0.65 0.86
C 2.424 -0.985 0.706 2.17 0.57 1.72
C 3.025 -2.004 1.506 -0.72 -0.36 -0.44
C 2.547 -3.312 1.385 1.39 1.50 1.18
C 1.531 -3.678 0.518 -1.02 0.39 -2.64
C 1.013 -2.657 -0.328 1.54 0.05 2.34
N 1.498 -1.394 -0.163 -2.09 0.29 -1.06
H -0.364 -4.909 -0.825 -0.09 0.45 -0.76
H 0.242 -4.637 -2.525 -0.52 0.54 0.63
H -1.458 -4.177 -2.047 0.03 -0.64 -0.24
H -2.362 -2.487 -2.653 0.21 0.61 -0.26
H -1.237 -1.688 -3.816 0.12 0.07 0.95
H -3.269 -0.377 -1.905 0.80 -0.15 -0.60
H -3.069 -0.271 -3.679 0.22 -0.28 0.47
H -1.258 1.181 -3.384 0.05 -0.04 -0.41
H -2.783 1.665 -0.816 -0.06 0.30 -1.23
H -3.193 2.429 -2.457 -0.72 0.47 0.08
H -1.856 4.071 -1.198 0.04 -0.09 -0.50
H -0.793 3.270 -2.460 -0.11 0.48 0.07
H -0.790 2.897 0.414 0.17 -0.53 -0.37
H 0.686 4.452 -0.002 0.33 0.90 0.04
H 1.238 3.683 -1.552 -0.21 -0.11 0.68
H 1.978 3.146 1.351 0.01 0.10 0.44
H 2.999 3.160 -0.078 0.26 0.19 -0.06
H 3.745 1.889 2.154 0.07 -0.69 -0.22
H 4.878 0.846 1.275 -0.32 -0.04 0.08
H 4.009 0.203 2.684 -0.22 0.40 -0.63
H 3.797 -1.717 2.215 -0.13 -0.47 -0.10
H 2.986 -4.038 2.042 0.13 -0.42 0.11
H 1.320 -4.741 0.329 -0.14 0.68 0.39
Cl -2.637 0.423 6.678 -0.19 -0.52 1.54
C -2.227 0.308 5.033 -0.31 0.79 -1.22
C -2.291 1.574 4.374 0.69 -1.22 -1.40
C -1.950 1.602 3.026 -0.27 -1.51 1.95
Cl -2.155 3.056 2.163 -0.03 0.77 -0.29
C -1.473 0.402 2.328 -0.71 0.66 0.63
O -0.921 0.587 1.221 0.27 -0.43 -1.30
C -1.714 -0.878 2.981 0.19 2.45 0.46
C -1.708 -2.051 2.174 0.20 -0.46 -0.15
O -1.756 -2.021 0.961 -0.05 -0.73 -0.02
C -2.027 -0.878 4.357 0.50 -0.73 0.34
H -2.577 2.471 4.919 0.03 -0.26 -0.17
H -1.676 -3.003 2.752 -0.12 -0.07 -0.26
H -2.011 -1.870 4.888 -0.31 1.19 -0.45
O 3.189 0.533 -4.596 0.74 0.32 0.43
S 1.974 0.599 -3.834 -2.78 -1.34 -3.58
O 1.709 1.779 -3.042 -0.12 2.38 2.01
O 1.739 -0.542 -2.946 -0.17 -1.05 1.41
S 0.325 0.559 -5.269 0.90 0.06 1.17
```
Forces are in eV/Å.

As for the total charge: -1. The spin multiplicity is 8. Its energy above the lowest of the compared OMol25 structures with the same formula, charge and spin is 3.0 kcal/mol. As for the LUMO energy (spin up / spin down): 2.13 / 2.18 eV. As for the calculated total energy: -106971.2933 eV. For the HOMO-LUMO gap (spin up / spin down), the calculation gives 0.1841 / 0.2142 Ha.